1) C10H12O3 | ωB97M-V/def2-TZVPD

Values from the calculation:
SMILES = Cc1cc2c(cc1O)[C@@H](CO)CO2
Kohn-Sham gap = 8.0 eV
molar mass = 180.20 g mol⁻¹

The geometry in ORCA input format:
```
! RIJCOSX wB97M-V def2-TZVPD def2/J DEFGRID3
* xyz 0 1
C -2.320 1.616 -2.560
C -1.473 0.764 -1.538
C -2.026 0.023 -0.512
C -1.091 -0.564 0.310
C -0.199 -1.772 1.948
C 1.033 -1.014 1.255
C 2.068 -0.311 2.084
C 0.224 -0.187 0.237
C 0.827 0.340 -0.857
C -0.142 0.843 -1.856
H -3.368 1.142 -2.679
H -2.298 2.640 -2.308
H -1.839 1.604 -3.701
H -3.160 -0.105 -0.555
H -0.030 -2.867 2.018
H -0.201 -1.285 3.069
H 1.449 -1.747 0.511
H 1.695 0.614 2.599
H 2.954 0.076 1.441
H 3.412 -0.968 3.571
H 1.969 0.575 -0.734
H 1.027 2.050 -2.858
O -1.516 -1.459 1.254
O 2.840 -1.389 2.790
O 0.164 1.380 -2.929
*
```

Here are the Löwdin charges for atoms 1 to 4, given in e:
1 C -0.04
2 C -0.21
3 C 0.04
4 C -0.29

=====

2) C10H12O3 | ωB97M-V/def2-TZVPD

Values from the calculation:
Kohn-Sham gap = 8.4 eV
molar mass = 180.20 g mol⁻¹

The geometry in ORCA input format:
```
! RIJCOSX wB97M-V def2-TZVPD def2/J DEFGRID3
* xyz 0 1
C 0.853 1.763 -0.783
C 1.769 0.772 -0.712
C 2.807 -0.014 -0.114
C 0.829 0.968 1.447
C -0.084 1.501 0.391
C 1.542 -0.053 0.538
C -0.961 0.280 -0.047
C -0.094 -1.020 -0.111
C -1.642 0.522 -1.472
C -0.495 -2.176 0.734
O 3.984 -0.306 -0.074
O -2.125 0.083 0.721
O 0.096 -1.325 -1.435
H 0.832 2.752 -1.242
H 1.490 1.651 1.896
H 0.272 0.433 2.225
H -0.787 2.249 0.608
H -2.700 0.295 -1.234
H -1.287 -0.289 -2.243
H -1.492 1.636 -1.811
H 0.369 -2.877 0.894
H -1.257 -2.620 0.143
H -0.862 -1.892 1.647
H -1.955 -0.429 1.532
H 0.898 -1.905 -1.497
*
```

Here are the Löwdin charges for atoms 1 to 4, given in e:
1 C 0.03
2 C -0.04
3 C -0.32
4 C -0.06

=====

Which structure is most stable, and how do the rest compare? From most to least stable: 1), 2).

=====

1) C2H3ClO2 | ωB97M-V/def2-TZVPD

Values from the calculation:
Kohn-Sham gap = 10.1 eV
molar mass = 94.50 g mol⁻¹

The geometry in ORCA input format:
```
! RIJCOSX wB97M-V def2-TZVPD def2/J DEFGRID3
* xyz 0 1
C -0.829 -0.153 0.571
C 0.786 0.193 -0.642
O -0.337 -1.165 -0.173
O -0.193 0.971 -0.001
Cl 2.249 -0.081 0.164
H -1.907 -0.007 0.202
H -0.607 -0.242 1.650
H 0.838 0.485 -1.770
*
```

Here are the Löwdin charges for atoms 1 to 4, given in e:
1 C -0.37
2 C -0.58
3 O -0.11
4 O -0.12

=====

2) C2H3ClO2 | ωB97M-V/def2-TZVPD

Values from the calculation:
SMILES = O1[C@H]2O[C@H]12.Cl
Kohn-Sham gap (spin up / spin down) = 8.7 / 8.7 eV
molar mass = 94.50 g mol⁻¹

The geometry in ORCA input format:
```
! RIJCOSX wB97M-V def2-TZVPD def2/J DEFGRID3
* xyz 0 1
C -1.926 0.013 0.141
C -0.189 0.625 0.473
O -1.186 1.075 -0.362
O -0.881 -0.418 0.950
Cl 2.905 -0.034 -0.393
H -2.366 -0.674 -0.664
H 3.802 0.293 0.641
H 0.262 1.429 1.059
*
```

Here are the Löwdin charges for atoms 1 to 4, given in e:
1 C -0.15
2 C -0.24
3 O 0.02
4 O 0.04

=====

3) C2H3ClO2 | ωB97M-V/def2-TZVPD

Values from the calculation:
Kohn-Sham gap = 9.0 eV
molar mass = 94.50 g mol⁻¹

The geometry in ORCA input format:
```
! RIJCOSX wB97M-V def2-TZVPD def2/J DEFGRID3
* xyz 0 1
C 0.148 0.384 0.578
C -1.109 -0.030 -0.011
O 0.636 1.025 1.408
O 1.454 -0.700 -0.633
Cl 3.015 -0.308 -0.316
H -2.047 0.165 0.360
H -1.115 0.466 -0.976
H -0.981 -1.002 -0.410
*
```

Here are the Löwdin charges for atoms 1 to 4, given in e:
1 C -0.19
2 C 0.01
3 O 0.21
4 O -0.80

=====

Which structure is most stable, and how do the rest compare? From most to least stable: 1), 3), 2).